# CH4N2O

An isolated molecule of CH4N2O at a distorted geometry (ωB97M-V/def2-TZVPD, the Open Molecules 2025 dataset).

Atoms and positions in Å:
C 0.694 -0.315 0.003
N 1.875 0.179 -0.254
N -1.583 0.156 0.002
O -0.306 0.249 -0.632
H 0.327 -1.107 0.741
H 2.652 -0.387 0.026
H -2.199 0.626 -0.698
H -1.460 0.599 0.813

Values from the calculation:
- frontier orbital gap (eV) = 10.570
- max |F| (eV/A) = 5.426
- molar mass (g mol⁻¹) = 60.06
- energy relative to the best compared isomer or geometry (same formula, charge and spin) (kcal per mole) = 85.8
- structure (SMILES) = [H]/N=C/ON

---

# C28H29BrLiN4O4S2

A structure of composition C28H29BrLiN4O4S2 (ωB97M-V/def2-TZVPD, the Open Molecules 2025 dataset).

Atoms and positions in Å:
Li 0.589 -1.385 -0.582
Br 7.166 2.391 0.068
C 5.493 1.464 0.065
C 5.477 0.092 -0.200
C 4.284 -0.584 -0.192
C 3.029 0.067 0.040
O 1.958 -0.595 0.112
C 3.092 1.494 0.254
C 1.896 2.298 0.392
N 0.753 1.954 -0.051
C -0.330 2.797 -0.097
C -0.228 4.135 -0.442
C -1.365 4.946 -0.582
C -2.619 4.432 -0.405
C -2.780 3.064 -0.088
C -4.046 2.455 0.061
C -4.125 1.122 0.340
C -2.932 0.385 0.485
N -1.742 0.917 0.374
C -1.640 2.234 0.081
C 4.328 2.150 0.298
H 6.405 -0.426 -0.406
H 4.243 -1.649 -0.395
H 2.028 3.269 0.901
H 0.754 4.547 -0.637
H -1.238 5.992 -0.834
H -3.499 5.055 -0.520
H -4.943 3.052 -0.063
H -5.081 0.627 0.446
H -2.956 -0.684 0.665
H 4.353 3.219 0.477
C -0.669 -1.961 4.004
C 0.283 -3.031 3.483
N 0.639 -2.820 2.088
C 1.878 -3.125 1.603
S 2.072 -4.006 0.214
N 2.947 -2.694 2.330
C 2.976 -1.429 3.057
C 3.883 -1.533 4.277
H -0.988 -2.210 5.018
H -1.549 -1.896 3.363
H -0.187 -0.983 4.017
H -0.187 -4.016 3.594
H 1.198 -3.038 4.072
H -0.086 -3.041 1.418
H 3.810 -2.928 1.864
H 1.960 -1.173 3.349
H 3.330 -0.629 2.402
H 3.593 -2.380 4.902
H 3.832 -0.620 4.871
H 4.919 -1.680 3.966
C -4.557 1.040 -5.077
C -3.684 0.120 -4.264
C -3.781 -1.260 -4.405
C -2.958 -2.109 -3.676
C -2.037 -1.581 -2.790
C -1.926 -0.204 -2.640
C -2.750 0.637 -3.368
S -0.855 -2.654 -1.967
O -1.110 -3.987 -2.451
O 0.435 -2.063 -2.333
O -1.072 -2.469 -0.522
H -5.073 0.488 -5.863
H -3.962 1.829 -5.540
H -5.312 1.521 -4.450
H -4.499 -1.673 -5.105
H -3.002 -3.184 -3.794
H -1.179 0.196 -1.965
H -2.656 1.711 -3.249

Values from the calculation:
- frontier orbital gap (eV) = 6.903
- max |F| (eV/A) = 0.947
- total charge = -1
- molar mass (g mol⁻¹) = 636.54
- energy relative to the best compared isomer or geometry (same formula, charge and spin) (kcal per mole) = 28.3

---

# C6H15NSi2

An isolated molecule of C6H15NSi2 at a distorted geometry (ωB97M-V/def2-TZVPD, the Open Molecules 2025 dataset).

Atoms and positions in Å:
C -4.012 -1.501 -0.039
C -0.291 -0.871 0.213
C -3.448 -0.340 -0.405
C 1.111 -0.585 0.662
C -1.169 2.054 -0.618
C 4.045 1.038 0.069
N 2.326 -1.623 0.344
Si -1.905 0.565 0.359
Si 2.702 -0.098 -0.330
H -4.850 -1.952 -0.634
H -4.034 -1.957 0.910
H -0.494 -1.172 -0.796
H -0.739 -1.639 0.727
H -3.752 0.028 -1.366
H 1.160 -0.378 1.675
H -1.829 2.762 -1.002
H -0.378 2.485 0.136
H -0.652 1.544 -1.494
H 4.657 0.304 0.598
H 4.611 1.264 -0.813
H 3.753 1.875 0.678
H 2.579 -2.221 1.053
H -1.919 0.713 1.835
H 2.529 -0.296 -1.765

Values from the calculation:
- frontier orbital gap (eV) = 9.209
- max |F| (eV/A) = 3.403
- molar mass (g mol⁻¹) = 157.36
- energy relative to the best compared isomer or geometry (same formula, charge and spin) (kcal per mole) = 43.3
- structure (SMILES) = C=C[Si@H](C)C[C@H]1N[Si@@H]1C

---

# C5H13NO

A cluster of 2 separate species, C5H13NO in total at a distorted geometry (ωB97M-V/def2-TZVPD, the Open Molecules 2025 dataset).

Atoms and positions in Å:
C 1.535 -0.621 1.436
C 0.522 -1.401 2.235
O -0.171 -0.885 3.091
N 0.263 -2.691 1.837
H 2.394 -0.441 2.092
H 1.105 0.370 1.363
H -0.597 -3.071 2.203
H 0.854 -3.289 1.287
H 1.966 -1.159 0.606
C -0.329 0.755 -1.233
C -0.033 2.249 -1.025
C -1.618 0.540 -2.065
H 0.425 0.176 -1.766
H -0.482 0.198 -0.308
H -0.449 2.553 -0.073
H -0.447 2.810 -1.852
H -2.294 1.396 -2.016
H -1.476 0.366 -3.136
H 1.037 2.434 -0.997
H -2.204 -0.288 -1.680

Values from the calculation:
- frontier orbital gap (eV) = 10.728
- max |F| (eV/A) = 2.131
- molar mass (g mol⁻¹) = 103.16
- energy relative to the best compared isomer or geometry (same formula, charge and spin) (kcal per mole) = 11.8
- structure (SMILES) = CC(N)=O.CCC

---

# C4H11N2

A cluster of 2 separate species, C4H11N2 in total at a distorted geometry (ωB97M-V/def2-TZVPD, the Open Molecules 2025 dataset).

Atoms and positions in Å:
C -3.182 0.773 -0.287
C 2.805 -0.115 0.648
C 2.932 0.663 -0.520
C -1.152 -0.286 0.343
N -2.001 0.017 -0.516
N -0.030 -1.167 -0.192
H -3.036 1.820 -0.506
H -3.567 0.843 0.805
H 3.145 -1.024 0.824
H -4.042 0.349 -0.812
H 2.615 0.447 1.548
H 3.351 0.306 -1.464
H 2.575 1.773 -0.383
H -1.129 -0.343 1.428
H -0.312 -1.222 -1.138
H 0.054 -1.995 0.418
H 0.975 -0.837 -0.198

Values from the calculation:
- frontier orbital gap (eV) = 10.682
- max |F| (eV/A) = 7.178
- total charge = +1
- molar mass (g mol⁻¹) = 87.15
- energy relative to the best compared isomer or geometry (same formula, charge and spin) (kcal per mole) = 85.7

---

# C4H12

A cluster of 2 separate species, C4H12 in total at a distorted geometry (ωB97M-V/def2-TZVPD, the Open Molecules 2025 dataset).

Atoms and positions in Å:
C 1.777 1.049 2.115
C 0.281 0.759 2.343
H 2.287 0.105 1.930
H 2.042 1.756 1.331
H 2.285 1.401 3.016
H 0.247 0.573 3.419
H -0.379 1.533 1.969
H -0.060 -0.175 1.898
C -0.968 -0.142 -2.467
C -1.071 -1.592 -2.064
H -1.919 0.096 -2.960
H -0.995 0.458 -1.557
H -0.176 0.213 -3.123
H -0.367 -1.969 -1.315
H -0.898 -2.341 -2.846
H -2.085 -1.722 -1.689

Values from the calculation:
- frontier orbital gap (eV) = 12.567
- max |F| (eV/A) = 1.257
- molar mass (g mol⁻¹) = 60.14
- energy relative to the best compared isomer or geometry (same formula, charge and spin) (kcal per mole) = 10.2
- structure (SMILES) = CC.CC